ORCA calculation (ωB97M-V with the def2-TZVPD basis set) on a gas-phase ion, C8H13N4 (charge +1) in a non-equilibrium geometry.

As for the net charge: +1. As for the relative energy (zero: lowest compared OMol25 entry of this formula, charge and spin): 5.607 eV. The total energy comes out at -531.239029 Eh. The gap between HOMO and LUMO (alpha / beta) comes out at 7.904 / 6.110 eV.

Geometry as XYZ:
```
25
C8H13N4 ωB97M-V with the def2-TZVPD basis set
C 2.00 -2.42 0.17
C 0.39 -0.66 -0.13
C 2.50 0.58 -0.09
C 0.63 1.80 0.80
C 1.27 0.50 0.64
C -3.44 -0.62 -0.20
C -0.96 -0.26 -0.58
C -2.03 -1.06 0.18
N 0.80 -1.82 -0.24
N 3.09 -1.85 0.27
N 0.74 2.79 -0.06
N 3.21 1.27 -0.77
H 1.86 -3.48 0.35
H 0.11 2.00 1.73
H 1.45 0.03 1.61
H -3.61 0.42 0.07
H -4.16 -1.23 0.32
H -3.60 -0.73 -1.27
H -1.06 -0.48 -1.65
H -1.13 0.81 -0.43
H -1.89 -0.92 1.26
H -1.90 -2.12 -0.04
H 0.37 3.71 0.15
H 1.29 2.68 -0.90
H 4.10 1.04 -1.19
```